Record 1
C3H11NO3 | ωB97M-V/def2-TZVPD

```
! wB97M-V def2-TZVPD RIJCOSX def2/J DEFGRID3
* xyz 0 1
N -0.82 -2.80 0.47
C 0.54 -2.22 0.19
C 0.41 -0.82 -0.19
C 1.69 -0.02 -0.15
O 1.82 0.99 -0.80
H -0.71 -3.80 0.85
H -1.29 -2.32 1.25
H 0.95 -2.76 -0.73
H 1.20 -2.36 1.04
H -0.05 -0.87 -1.30
H -0.24 -0.15 0.49
H 2.44 -0.36 0.64
O 0.04 3.12 -1.07
H 0.13 3.94 -1.49
H 0.94 2.74 -1.04
O -2.48 2.27 0.43
H -1.68 2.65 0.26
H -2.89 2.75 1.15
*
```

LUMO: 0.031 Eh
frontier orbital gap: 10.5 eV
molar mass: 109.12 g mol⁻¹


Record 2
C25H35BeN4O6P2S4 | ωB97M-V/def2-TZVPD

```
! wB97M-V def2-TZVPD RIJCOSX def2/J DEFGRID3
* xyz -1 1
Be -1.03 -0.53 0.46
S -0.62 0.92 -0.99
C -1.37 2.30 -0.21
C -1.31 3.57 -0.80
C -1.92 4.67 -0.23
C -2.60 4.53 0.98
C -2.65 3.29 1.59
C -2.04 2.16 1.03
S -2.09 0.60 1.86
H -0.80 3.66 -1.75
H -1.87 5.64 -0.72
H -3.10 5.38 1.43
H -3.18 3.16 2.53
C -1.98 -5.62 -1.35
C -2.66 -4.93 -2.51
C -1.67 -4.51 -3.58
O -3.48 -3.85 -2.05
P -3.10 -2.30 -1.77
S -2.77 -1.25 -3.36
S -1.64 -2.41 -0.37
O -4.46 -1.80 -1.11
C -5.31 -2.35 -0.08
C -6.18 -3.45 -0.66
C -4.55 -2.80 1.15
H -1.56 -6.57 -1.69
H -2.69 -5.83 -0.55
H -1.18 -5.01 -0.94
H -3.39 -5.61 -2.95
H -0.95 -3.80 -3.18
H -2.18 -4.03 -4.42
H -1.14 -5.39 -3.94
H -5.94 -1.50 0.18
H -5.58 -4.32 -0.92
H -6.68 -3.10 -1.57
H -6.94 -3.74 0.07
H -3.93 -3.67 0.94
H -5.28 -3.06 1.93
H -3.90 -2.01 1.53
C 2.23 1.85 3.71
N 1.81 2.62 2.47
C 2.99 3.44 1.98
N 4.13 2.62 1.74
C 4.48 1.90 2.96
N 3.39 1.06 3.46
C 3.10 -0.07 2.56
P 2.53 0.40 0.84
C 1.31 1.68 1.40
C 3.90 1.68 0.61
H 1.38 1.23 3.99
H 2.43 2.59 4.49
H 1.04 3.24 2.71
H 3.20 4.18 2.76
H 2.67 3.94 1.07
H 4.74 2.62 3.74
H 5.34 1.26 2.76
H 2.34 -0.70 3.03
H 4.01 -0.68 2.47
H 0.40 1.20 1.78
H 1.02 2.27 0.53
H 3.66 2.26 -0.28
H 4.84 1.16 0.41
O -0.81 -2.28 2.84
C 0.16 -2.11 2.13
O 0.36 -1.11 1.31
C 1.29 -3.13 2.17
C 2.35 -3.09 1.28
C 3.37 -4.03 1.36
C 3.29 -5.01 2.32
C 2.22 -5.10 3.19
C 1.21 -4.15 3.11
N 4.39 -5.99 2.43
O 5.33 -5.88 1.67
O 4.30 -6.86 3.28
H 2.36 -2.32 0.52
H 4.21 -4.01 0.68
H 2.18 -5.91 3.91
H 0.36 -4.18 3.77
*
```

LUMO: 0.054 Eh
frontier orbital gap: 5.5 eV
molar mass: 686.81 g mol⁻¹